C7H17N | ωB97M-V with the def2-TZVPD basis set

Geometry as XYZ:
```
25
Properties=species:S:1:pos:R:3:forces:R:3
C -1.3421 0.2375 -3.4946 0.535 1.541 0.253
C -0.5463 0.1369 -2.1865 -0.510 -0.470 -0.299
C -0.7833 1.3144 -1.2642 -0.008 1.398 -0.562
C 0.0979 1.5403 -0.0214 0.591 -0.247 -0.212
C 0.7462 0.2614 0.5204 -0.380 0.369 -0.190
N -0.2065 -0.5008 1.3247 0.693 -0.359 0.426
C 0.2669 -1.0183 2.6248 -0.978 0.193 -0.178
C 1.5564 -1.8038 2.6862 1.334 -0.553 -0.737
H -2.4046 0.3639 -3.2960 -0.201 -0.739 -0.146
H -1.0399 -0.5395 -4.1899 -0.545 -0.273 0.011
H -1.0976 1.1933 -3.9806 0.200 -0.135 -0.046
H 0.5012 0.0813 -2.4724 0.248 -0.186 0.236
H -0.8664 -0.8042 -1.7417 0.364 -0.213 0.351
H -1.8428 1.4339 -1.0252 -0.016 -0.355 0.077
H -0.5620 2.1728 -1.9163 -0.293 0.104 0.117
H -0.4517 2.0635 0.7595 -0.230 -0.301 0.145
H 0.8931 2.2551 -0.2649 0.095 -0.228 -0.251
H 1.0856 -0.3361 -0.3300 0.183 0.040 0.047
H 1.6454 0.5343 1.0760 -0.118 -0.136 0.296
H -0.5368 -1.3124 0.8203 -0.013 0.152 -0.286
H 0.2945 -0.2113 3.3593 -0.013 0.142 -0.145
H -0.5889 -1.6424 2.8698 0.127 -0.219 0.747
H 2.2698 -1.5142 1.9029 -0.228 0.282 0.018
H 2.1394 -1.7040 3.5982 -0.303 0.272 0.360
H 1.4800 -2.8811 2.5373 -0.534 -0.077 -0.032
```
Forces are in eV/Å.

The value obtained for the energy relative to the best compared isomer or geometry (same formula, charge and spin) is 106.32 kJ/mol. Its total charge is 0. As for the HOMO energy: -8.7 eV. The HOMO-LUMO gap is 9.78 eV.

natural (NBO) population analysis, charges in e, atoms 1 to 5: C -0.599; C -0.398; C -0.405; C -0.395; C -0.232